{"formula": "C29H35N7P2Sn", "method": "ωB97M-V/def2-TZVPD", "species": ["Sn", "C", "C", "C", "C", "C", "C", "C", "C", "C", "H", "H", "H", "H", "H", "H", "H", "H", "H", "H", "H", "H", "H", "H", "H", "P", "P", "N", "N", "N", "N", "C", "C", "C", "C", "C", "C", "C", "C", "C", "C", "C", "C", "C", "C", "C", "C", "C", "C", "H", "H", "H", "H", "H", "H", "H", "H", "H", "H", "H", "H", "H", "H", "H", "H", "H", "H", "H", "H", "N", "C", "N", "C", "N"], "coordinates": [[-0.0376, -0.4205, -0.8639], [-4.0623, 5.7530, -4.5566], [-3.8685, 6.0046, -3.2558], [-4.9339, 6.1356, -2.2163], [-6.2038, 5.2678, -2.4177], [-5.9468, 3.8331, -2.7953], [-5.8545, 3.3794, -4.0477], [-6.0107, 4.2241, -5.2857], [-5.3953, 5.6460, -5.2355], [-0.2827, -2.5562, -0.3339], [-3.2146, 5.6826, -5.2503], [-2.8719, 6.2527, -2.8810], [-5.2516, 7.1923, -2.1451], [-4.4955, 5.8952, -1.2329], [-6.7280, 5.2564, -1.4488], [-6.8708, 5.7704, -3.1309], [-5.9162, 3.1459, -1.9391], [-5.7576, 2.3094, -4.2560], [-7.0806, 4.3439, -5.5335], [-5.5690, 3.6848, -6.1391], [-5.2380, 5.9548, -6.2819], [-6.1269, 6.3441, -4.8069], [0.6793, -3.0319, -0.5706], [-1.0767, -2.9706, -0.9674], [-0.5194, -2.7076, 0.7254], [-2.4457, 0.0680, 0.0293], [-0.2875, 2.3979, -0.0860], [-3.4444, -0.7048, -1.1895], [-3.0051, -0.6469, 1.5487], [-0.2362, 3.2477, -1.6426], [0.7534, 3.4870, 0.7851], [-3.0484, 1.7752, 0.0465], [-1.9854, 2.8064, 0.5165], [-3.0097, -1.3960, -2.3318], [-4.1191, -1.8913, -2.9972], [-5.2775, -1.4960, -2.2514], [-4.8402, -0.7695, -1.1546], [-2.8763, -1.9956, 1.9401], [-3.4311, -2.1542, 3.2006], [-3.9022, -0.8691, 3.6248], [-3.6052, 0.0325, 2.6168], [0.3578, 2.6806, -2.7843], [-0.1874, 3.2599, -3.9191], [-1.1394, 4.2356, -3.4778], [-1.1154, 4.2339, -2.0901], [0.7860, 4.8868, 0.7715], [1.8070, 5.3219, 1.6056], [2.4279, 4.1501, 2.1683], [1.7656, 3.0472, 1.6595], [-3.9338, 1.8115, 0.6955], [-3.3953, 2.0146, -0.9733], [-2.2803, 3.8205, 0.2022], [-1.9311, 2.8070, 1.6212], [-1.9532, -1.4786, -2.5697], [-4.1117, -2.4825, -3.9038], [-6.3048, -1.7224, -2.4896], [-5.3707, -0.3052, -0.3378], [-2.4219, -2.7201, 1.2813], [-3.4986, -3.0742, 3.7685], [-4.4076, -0.6390, 4.5526], [-3.7760, 1.0951, 2.5501], [1.1183, 1.9214, -2.6805], [0.0406, 3.0347, -4.9544], [-1.7884, 4.8348, -4.0995], [-1.6340, 4.8650, -1.3844], [0.1013, 5.4402, 0.1506], [2.0839, 6.3507, 1.7972], [3.2674, 4.1397, 2.8530], [1.9165, 1.9862, 1.7985], [1.5193, -0.3399, 0.7445], [2.5730, -0.7248, 1.1409], [3.7448, -0.9642, 1.5693], [4.0551, -2.0798, 2.2046], [4.4545, -3.0496, 2.7347]], "forces_ev_per_angstrom": [[1.56, -1.17, -0.60], [0.27, 0.33, 0.38], [0.14, 0.39, -0.69], [-0.41, 0.02, 0.33], [-0.11, 0.31, 0.41], [-0.12, -0.21, -0.11], [-0.42, -0.10, 0.20], [0.12, 0.11, -0.33], [-0.28, -0.05, -0.46], [-0.11, 0.24, 0.11], [-0.15, 0.08, 0.46], [-0.12, -0.34, -0.30], [0.11, -0.28, 0.04], [-0.08, 0.04, -0.27], [0.01, 0.12, -0.32], [0.13, -0.34, 0.25], [0.19, 0.03, -0.49], [0.11, 0.26, 0.35], [0.27, -0.17, 0.09], [-0.11, 0.10, 0.30], [-0.21, 0.03, 0.32], [0.38, -0.12, -0.15], [-0.29, 0.07, 0.08], [0.18, -0.13, 0.20], [0.25, -0.08, -0.30], [-1.31, -1.80, 0.29], [1.15, 2.13, -0.21], [0.01, 0.14, 0.34], [0.05, 0.14, -0.01], [-0.24, -0.62, -0.31], [0.23, 0.16, 0.72], [-0.24, 0.61, 0.13], [-0.23, 0.28, 0.19], [-0.64, -0.22, -0.13], [0.59, 0.53, 0.81], [0.70, 0.59, 0.80], [0.11, -0.51, -0.78], [-0.44, 0.32, 0.47], [0.28, 0.65, -0.95], [0.46, 0.41, -0.95], [-0.31, -0.64, 0.24], [-0.63, 0.38, -0.41], [0.13, -0.09, 1.04], [0.42, -0.24, 1.09], [-0.24, -0.36, -0.94], [0.71, -0.15, 0.61], [-0.70, -0.95, -0.47], [-0.76, -0.32, -0.58], [-0.01, 0.78, -0.11], [0.13, 0.15, -0.27], [0.25, -0.25, 0.23], [-0.02, -0.44, 0.25], [0.17, -0.04, -0.42], [-0.40, 0.05, 0.02], [0.09, 0.15, 0.15], [0.05, 0.04, 0.04], [-0.09, -0.09, -0.06], [-0.16, 0.13, 0.06], [0.07, 0.14, -0.24], [0.15, 0.03, -0.12], [-0.06, -0.11, 0.17], [-0.18, 0.03, -0.02], [0.12, -0.04, 0.30], [0.37, -0.06, 0.18], [-0.10, -0.11, -0.17], [0.07, 0.03, 0.01], [-0.09, -0.17, -0.10], [-0.19, -0.10, -0.15], [0.03, 0.13, 0.03], [0.60, -0.29, 0.15], [-0.69, 0.48, -0.19], [-0.70, 0.33, -0.32], [1.01, -2.13, 0.96], [-0.84, 1.82, -0.89]], "mulliken_charge": [0.8200, -0.4427, -0.3031, -0.8866, -0.8725, -0.2812, -0.4630, -0.6692, -0.8904, -1.4940, 0.4000, 0.8841, 0.2701, 0.2883, 0.4467, 0.3348, 0.4371, 0.4405, 0.2550, 0.3821, 0.4103, 0.3446, 0.4414, 0.4442, 0.2927, 0.6133, -0.6366, 0.5389, 0.5621, 0.3177, 0.5960, -1.1203, -0.8605, -0.4214, -0.7504, -0.7325, -0.4052, -0.6513, -0.7101, -0.6691, -0.3140, -0.5724, -1.1839, 0.1304, -0.1895, -0.2506, -0.5745, -0.5520, -0.3641, 0.7683, 0.2703, 0.5126, 0.4671, 0.3580, 0.4471, 0.4572, 0.4745, 0.5296, 0.4337, 0.4335, 0.3607, 0.6246, 0.4357, -0.0700, 0.4092, 0.3045, 0.4360, 0.4319, 0.1814, -0.6537, 0.6708, -0.6134, 0.4628, -0.5216], "homo_ev": -8.0, "lumo_ev": -0.34, "gap_ev": 7.620}



{"formula": "C21H28BClN4O3S3Sm", "method": "ωB97M-V/def2-TZVPD", "species": ["Sm", "C", "C", "S", "C", "C", "S", "C", "C", "S", "H", "H", "H", "H", "H", "H", "H", "H", "H", "H", "H", "H", "B", "N", "C", "C", "C", "N", "N", "C", "C", "C", "N", "H", "H", "H", "H", "H", "H", "H", "H", "C", "C", "C", "C", "Cl", "C", "C", "C", "O", "C", "C", "O", "O", "H", "H", "H", "H", "H", "H", "H", "H"], "coordinates": [[-0.1113, -0.4680, -0.6428], [1.3335, 1.7196, 2.5846], [0.7412, 0.4245, 3.1350], [-0.7522, -0.1834, 2.3389], [-1.9155, 1.1739, 2.6279], [-2.6582, 1.6750, 1.3957], [-1.6541, 2.1798, -0.0177], [-0.6239, 3.4879, 0.6741], [0.8521, 3.3241, 0.3299], [1.5927, 1.7461, 0.7931], [2.2965, 1.8932, 3.0666], [0.7077, 2.5686, 2.8531], [0.5611, 0.5416, 4.2050], [1.4505, -0.3990, 3.0440], [-1.3595, 1.9809, 3.1036], [-2.6504, 0.8401, 3.3608], [-3.3038, 2.5068, 1.6821], [-3.3091, 0.8911, 1.0074], [-0.7706, 3.5222, 1.7521], [-0.9732, 4.4464, 0.2885], [1.4263, 4.1399, 0.7722], [1.0096, 3.3986, -0.7480], [1.1719, -2.4094, -2.1696], [2.2198, -2.2803, -1.0285], [3.4723, -2.7433, -0.9770], [4.0549, -2.3169, 0.2028], [3.0606, -1.5731, 0.8254], [1.9485, -1.5479, 0.0881], [1.2211, -1.1356, -3.0706], [1.3666, -1.0603, -4.3997], [1.4430, 0.2703, -4.7667], [1.3290, 0.9666, -3.5682], [1.2043, 0.1284, -2.5410], [1.3483, -3.3901, -2.8266], [0.0782, -2.4855, -1.6157], [3.8588, -3.3495, -1.7790], [5.0491, -2.5244, 0.5547], [3.1008, -1.0563, 1.7704], [1.4169, -1.9616, -4.9882], [1.5727, 0.6680, -5.7569], [1.3249, 2.0321, -3.4010], [-3.1282, -0.2023, -5.7324], [-2.6969, -1.5013, -5.1191], [-1.7884, -2.3357, -5.7539], [-1.3631, -3.5133, -5.1551], [-0.1993, -4.5163, -5.9791], [-1.8408, -3.8961, -3.9197], [-2.7583, -3.0764, -3.2720], [-3.1655, -1.8940, -3.8675], [-4.0546, -1.0321, -3.2528], [-3.9991, -1.0012, -1.8592], [-2.6028, -0.7229, -1.3644], [-2.2314, -1.1468, -0.2156], [-1.7917, -0.0911, -2.0891], [-2.8434, -0.1667, -6.7826], [-2.6619, 0.6427, -5.2214], [-4.2058, -0.0600, -5.6652], [-1.3980, -2.0636, -6.7262], [-1.5097, -4.8220, -3.4709], [-3.1498, -3.3761, -2.3093], [-4.3760, -1.9088, -1.3810], [-4.6250, -0.1652, -1.5302]], "forces_ev_per_angstrom": [[0.97, 1.24, 1.64], [0.01, 0.02, 0.25], [0.22, 0.09, 0.07], [0.02, -0.26, -0.15], [-0.07, 0.20, 0.08], [-0.11, -0.07, 0.14], [-0.05, -0.14, -0.17], [0.13, 0.20, 0.09], [-0.10, 0.18, -0.03], [0.15, -0.22, -0.25], [0.00, -0.03, -0.02], [-0.03, 0.01, -0.05], [-0.05, 0.03, -0.02], [-0.04, -0.01, -0.07], [0.01, 0.01, -0.02], [0.00, -0.05, -0.03], [0.03, 0.01, 0.01], [0.04, 0.00, -0.04], [-0.01, -0.03, 0.01], [0.01, -0.02, -0.04], [0.00, -0.04, 0.06], [-0.03, -0.07, -0.01], [0.33, -0.13, -0.12], [0.00, -0.06, -0.05], [-0.04, 0.01, -0.04], [0.00, -0.02, -0.03], [-0.02, 0.04, 0.06], [0.16, -0.29, -0.10], [0.18, 0.10, -0.05], [-0.01, -0.08, 0.04], [0.00, -0.04, 0.01], [-0.03, 0.06, -0.03], [0.00, -0.17, -0.25], [-0.03, 0.08, 0.00], [-0.14, -0.19, -0.06], [0.02, -0.01, 0.00], [0.01, 0.01, 0.02], [0.03, -0.01, 0.01], [0.00, -0.02, -0.03], [-0.01, 0.02, -0.01], [0.01, 0.00, -0.01], [-0.03, 0.04, -0.07], [0.09, -0.05, -0.05], [-0.02, 0.00, -0.02], [0.07, -0.02, -0.07], [-0.04, 0.09, 0.06], [-0.02, -0.01, 0.03], [0.08, -0.02, -0.08], [-0.16, 0.04, 0.13], [0.05, 0.03, -0.20], [-0.19, 0.07, 0.17], [-0.03, -0.38, -0.02], [-0.81, -0.01, -0.09], [-0.57, 0.08, -0.66], [0.02, 0.01, 0.00], [0.01, -0.03, 0.05], [-0.01, -0.04, 0.02], [-0.01, 0.01, -0.01], [-0.01, 0.00, 0.02], [0.02, -0.04, 0.00], [0.01, 0.02, 0.00], [-0.05, -0.07, -0.05]], "mulliken_charge": [0.2123, -0.9109, -0.7090, -0.0137, -0.8002, -0.6883, 0.0888, -0.8176, -0.7289, 0.0964, 0.5233, 0.4815, 0.5777, 0.2707, 0.3694, 0.5540, 0.5669, 0.2761, 0.4026, 0.5184, 0.4896, 0.3103, 0.4383, -0.2190, -0.2124, -1.3333, 0.0794, 0.2070, 0.5672, -0.1932, -1.2866, -0.1419, -0.2655, -0.0618, 0.0051, 0.5074, 0.4244, 0.3522, 0.5462, 0.4550, 0.4676, -1.4287, 1.0544, -0.6883, 0.0248, -0.1988, -0.6488, -0.5164, 0.4333, -0.4784, -0.9069, 1.1499, -0.7091, -0.5288, 0.4388, 0.2184, 0.3536, 0.4105, 0.4645, 0.4314, 0.3557, 0.3634], "homo_ev": [-10.6, -10.6], "lumo_ev": [-3.16, -2.18], "charge": 1, "gap_ev": [7.479, 8.464], "s2": 8.7581, "multiplicity": 6}



{"formula": "C2H5FS", "method": "ωB97M-V/def2-TZVPD", "species": ["C", "C", "F", "S", "H", "H", "H", "H", "H"], "coordinates": [[1.0818, -0.3502, -0.1116], [-0.2487, 0.3146, 0.0213], [-0.2038, 1.3099, 0.9796], [-1.6286, -0.8871, 0.1610], [1.4614, -0.5125, 0.8568], [1.7613, 0.3368, -0.4747], [1.0562, -1.1124, -0.7999], [-0.5548, 1.1196, -1.1273], [-2.7249, -0.2187, 0.4948]], "forces_ev_per_angstrom": [[-1.39, 1.41, 1.00], [-2.27, 3.69, -3.92], [-0.09, -0.76, 0.32], [1.12, -0.82, 0.27], [0.23, -1.23, 1.27], [1.27, 1.78, -1.08], [-0.04, -2.26, -1.07], [1.07, -2.68, 3.24], [0.10, 0.86, -0.03]], "mulliken_charge": [-1.2720, 0.2828, -0.2461, -0.2435, 0.3552, 0.3623, 0.4215, 0.2008, 0.1389], "homo_ev": -9.4, "lumo_ev": 0.88, "gap_ev": 10.262}



Max |F| readings, ordered: 2.544; 2.273; 5.849 eV Å⁻¹
Calculated total energy readings, ordered: -2406.22476; -3599.31231; -577.18920 Eh